The following is a quantum chemistry calculation of a cluster of 12 separate species, C42H114N18O18 in total at a distorted geometry, from OMol25.

LUMO = 0.06 eV
Kohn-Sham gap = 0.2985 hartree
largest force on an atom = 0.1152 hartree/bohr
relative energy (zero: lowest compared OMol25 entry of this formula, charge and spin) = 575.2 kJ/mol

Element x y z (Å)
C -22.735 -10.319 -13.503
O -24.039 -10.140 -13.858
C -24.351 -9.660 -15.149
C -23.899 -8.192 -15.325
N -24.601 -7.637 -16.485
C -23.807 -7.490 -17.714
C -24.753 -7.153 -18.869
O -25.431 -8.307 -19.349
C -24.697 -9.374 -19.839
H -22.152 -10.921 -14.218
H -22.589 -10.898 -12.590
H -22.216 -9.368 -13.356
H -25.431 -9.733 -15.279
H -23.866 -10.284 -15.918
H -22.834 -8.242 -15.528
H -24.277 -7.609 -14.491
H -25.465 -8.099 -16.747
H -23.288 -8.427 -17.928
H -23.207 -6.584 -17.586
H -24.182 -6.585 -19.621
H -25.588 -6.532 -18.540
H -25.228 -9.952 -20.581
H -24.170 -9.944 -19.062
H -23.752 -9.022 -20.303
C -23.677 -11.371 -23.029
O -23.138 -10.063 -22.954
C -23.964 -9.068 -23.427
C -23.195 -7.802 -23.725
N -22.814 -7.133 -22.508
C -21.751 -6.189 -22.481
C -21.487 -5.466 -21.140
O -20.384 -6.047 -20.507
C -19.165 -5.333 -20.623
H -24.041 -11.439 -24.069
H -24.478 -11.563 -22.316
H -22.907 -12.136 -22.939
H -24.828 -8.769 -22.803
H -24.474 -9.367 -24.360
H -23.812 -7.178 -24.385
H -22.323 -8.093 -24.341
H -22.889 -7.727 -21.701
H -21.841 -5.475 -23.307
H -20.785 -6.670 -22.738
H -22.336 -5.521 -20.464
H -21.311 -4.465 -21.544
H -18.665 -5.740 -21.513
H -18.609 -5.384 -19.697
H -19.337 -4.304 -20.965
C -25.677 -0.387 -21.407
O -27.053 -0.340 -21.785
C -27.475 -1.441 -22.489
C -27.672 -2.754 -21.683
N -28.975 -2.668 -21.021
C -29.416 -3.925 -20.496
C -30.803 -3.911 -19.882
O -31.829 -3.711 -20.819
C -32.512 -2.493 -20.724
H -25.408 0.569 -20.976
H -25.125 -0.525 -22.349
H -25.506 -1.232 -20.739
H -26.741 -1.667 -23.287
H -28.404 -1.322 -23.056
H -26.963 -2.641 -20.857
H -27.565 -3.580 -22.396
H -29.620 -2.087 -21.529
H -28.763 -4.288 -19.693
H -29.487 -4.728 -21.254
H -31.038 -3.235 -19.051
H -30.848 -4.907 -19.416
H -33.226 -2.378 -21.534
H -31.808 -1.660 -20.845
H -33.000 -2.458 -19.747
C -30.264 -10.902 -19.219
O -29.014 -11.474 -19.441
C -28.875 -11.959 -20.770
C -27.387 -12.193 -21.115
N -26.974 -11.444 -22.296
C -27.540 -11.764 -23.601
C -27.537 -13.143 -24.178
O -28.354 -13.938 -23.359
C -28.600 -15.183 -23.932
H -30.347 -9.898 -19.652
H -30.249 -10.710 -18.142
H -31.155 -11.491 -19.440
H -29.211 -11.123 -21.418
H -29.584 -12.738 -21.082
H -27.220 -13.256 -21.265
H -26.876 -11.779 -20.243
H -27.090 -10.465 -22.074
H -26.971 -11.142 -24.318
H -28.499 -11.214 -23.662
H -26.497 -13.495 -24.263
H -27.883 -13.115 -25.219
H -29.029 -15.058 -24.930
H -29.390 -15.687 -23.368
H -27.762 -15.881 -23.878
C -24.971 -9.743 -29.379
O -25.408 -10.901 -30.056
C -26.441 -10.607 -30.985
C -26.537 -11.724 -32.012
N -26.756 -13.024 -31.331
C -26.527 -14.132 -32.288
C -26.931 -15.493 -31.671
O -28.329 -15.541 -31.546
C -28.872 -16.848 -31.553
H -24.435 -9.080 -30.077
H -24.275 -9.861 -28.551
H -25.845 -9.191 -29.011
H -26.140 -9.691 -31.507
H -27.391 -10.572 -30.437
H -25.651 -11.696 -32.667
H -27.423 -11.555 -32.633
H -25.970 -13.131 -30.691
H -25.439 -14.325 -32.249
H -26.931 -14.168 -33.294
H -26.486 -15.573 -30.674
H -26.484 -16.219 -32.359
H -29.918 -16.771 -31.863
H -28.678 -17.535 -30.733
H -28.512 -17.318 -32.488
C -26.861 -6.709 -22.038
O -27.488 -6.613 -23.298
C -27.964 -7.831 -23.815
C -28.939 -7.600 -24.963
N -29.275 -8.910 -25.544
C -28.304 -9.366 -26.533
C -28.586 -8.908 -27.959
O -29.621 -9.745 -28.576
C -30.006 -9.376 -29.881
H -25.820 -6.952 -22.292
H -27.290 -7.368 -21.282
H -26.806 -5.719 -21.580
H -28.458 -8.452 -23.061
H -27.132 -8.389 -24.285
H -28.671 -6.863 -25.720
H -29.858 -7.262 -24.464
H -30.105 -8.649 -26.070
H -28.109 -10.446 -26.543
H -27.347 -8.946 -26.197
H -27.646 -9.050 -28.504
H -29.095 -7.930 -27.984
H -30.537 -8.411 -29.955
H -30.824 -10.072 -30.080
H -29.202 -9.328 -30.621
N -33.646 -12.337 -26.010
C -32.642 -11.799 -25.192
N -31.477 -11.564 -25.893
O -32.815 -11.617 -23.979
H -33.445 -12.733 -26.906
H -34.539 -12.425 -25.570
H -30.776 -11.141 -25.297
H -31.349 -11.747 -26.882
N -32.979 -3.514 -27.058
C -32.933 -4.668 -27.873
N -33.524 -5.821 -27.269
O -32.587 -4.673 -29.142
H -33.398 -3.506 -26.153
H -32.523 -2.671 -27.345
H -33.914 -5.677 -26.363
H -33.460 -6.659 -27.816
N -28.829 -5.134 -30.366
C -28.044 -4.176 -31.045
N -28.690 -3.515 -32.091
O -26.808 -3.982 -30.770
H -29.724 -5.422 -30.713
H -28.478 -5.534 -29.521
H -28.220 -2.834 -32.642
H -29.689 -3.725 -32.255
N -32.951 -4.388 -34.156
C -32.273 -4.588 -32.963
N -33.089 -4.657 -31.854
O -31.037 -4.592 -32.886
H -33.938 -4.295 -34.140
H -32.366 -4.489 -34.963
H -32.708 -4.590 -30.911
H -34.067 -4.635 -32.041
N -26.601 -4.245 -27.901
C -26.615 -5.231 -26.883
N -26.910 -4.706 -25.596
O -26.377 -6.393 -27.126
H -26.672 -3.268 -27.747
H -26.541 -4.550 -28.869
H -26.871 -3.734 -25.410
H -26.932 -5.353 -24.812
N -29.160 -12.413 -29.442
C -30.347 -13.131 -29.207
N -30.431 -14.343 -29.913
O -31.278 -12.728 -28.457
H -29.023 -11.486 -29.010
H -28.540 -12.661 -30.202
H -31.187 -14.895 -29.546
H -29.747 -14.618 -30.596

These are the Löwdin partial charges, in e, on atoms 1 to 99: C -0.160; O -0.183; C -0.205; C -0.188; N -0.080; C -0.200; C -0.200; O -0.192; C -0.115; H 0.091; H 0.086; H 0.085; H 0.122; H 0.124; H 0.115; H 0.118; H 0.099; H 0.106; H 0.121; H 0.101; H 0.127; H 0.068; H 0.086; H 0.082; C -0.089; O -0.174; C -0.283; C -0.205; N -0.062; C -0.212; C -0.213; O -0.196; C -0.098; H 0.087; H 0.061; H 0.086; H 0.100; H 0.118; H 0.119; H 0.126; H 0.089; H 0.116; H 0.122; H 0.105; H 0.109; H 0.086; H 0.084; H 0.082; C -0.076; O -0.176; C -0.266; C -0.186; N -0.057; C -0.227; C -0.236; O -0.191; C -0.118; H 0.088; H 0.090; H 0.079; H 0.109; H 0.122; H 0.110; H 0.108; H 0.095; H 0.124; H 0.123; H 0.122; H 0.121; H 0.083; H 0.082; H 0.089; C -0.140; O -0.188; C -0.207; C -0.171; N -0.071; C -0.214; C -0.225; O -0.182; C -0.119; H 0.086; H 0.086; H 0.091; H 0.112; H 0.125; H 0.108; H 0.110; H 0.090; H 0.104; H 0.109; H 0.130; H 0.122; H 0.090; H 0.090; H 0.090; C -0.097; O -0.193; C -0.220